Entry 1:
Computed, not measured: a molecular structure, C4H4O3, with ωB97M-V/def2-TZVPD.

Properties
relative energy (zero: lowest compared OMol25 entry of this formula, charge and spin) = 771.4 kJ/mol
HOMO level (spin up / spin down) = -0.3239 / -0.3202 hartree
electronic energy = -380.2532 Ha
largest force on an atom = 0.51 eV/A

ORCA input file:
```
! RIJCOSX wB97M-V def2-TZVPD def2/J DEFGRID3
* xyz 0 1
O -0.136 1.887 0.607
C -0.669 1.080 -0.332
C -0.173 -0.259 -0.080
C -0.413 -1.418 0.762
O -0.525 -1.467 -0.675
C 1.004 0.506 -0.534
O 1.445 1.586 0.133
H -1.311 1.482 -1.110
H 0.432 -1.967 1.175
H -1.356 -1.491 1.299
H 1.702 0.061 -1.245
*
```

And the Mulliken charges, in e, turn out to be: -0.28 -0.50 0.90 -0.16 -0.47 -0.39 -0.27 0.36 0.22 0.22 0.38

=====

Entry 2:
Computed, not measured: a molecular structure, C30H30N9O6SW at a distorted geometry, with ωB97M-V/def2-TZVPD.

Properties
⟨S²⟩ = 2.008
relative energy (zero: lowest compared OMol25 entry of this formula, charge and spin) = 107.5 kJ/mol
HOMO level (spin up / spin down) = -0.3820 / -0.4089 hartree
electronic energy = -2570.5953 Ha
largest force on an atom = 1.11 eV/A

ORCA input file:
```
! RIJCOSX wB97M-V def2-TZVPD def2/J DEFGRID3
* xyz 1 3
W 1.129 -0.062 0.198
C 1.525 -0.945 4.983
O 0.502 -0.032 4.582
C 0.981 1.190 4.189
C 0.935 2.267 5.052
C 1.365 3.528 4.645
C 1.812 3.709 3.355
C 1.825 2.638 2.452
C 2.153 2.888 1.060
N 1.696 2.171 0.100
N 2.147 2.568 -1.184
C 2.560 1.515 -1.800
O 2.537 0.342 -1.207
C 3.125 1.597 -3.158
C 3.489 2.835 -3.687
C 4.000 2.913 -4.970
C 4.143 1.757 -5.731
C 3.776 0.527 -5.208
C 3.270 0.443 -3.920
C 1.460 1.352 2.877
O 1.575 0.277 2.104
H 2.222 -1.132 4.162
H 1.026 -1.868 5.265
H 2.073 -0.551 5.842
H 0.552 2.097 6.050
H 1.339 4.360 5.335
H 2.129 4.687 3.014
H 2.830 3.705 0.818
H 3.368 3.723 -3.083
H 4.287 3.872 -5.380
H 4.541 1.816 -6.735
H 3.878 -0.369 -5.805
H 2.964 -0.513 -3.518
N 2.562 -1.779 -0.008
N 2.167 -2.572 -1.110
C 1.155 -2.049 -1.947
O 0.967 -2.526 -3.035
O 0.434 -1.108 -1.386
H 3.447 -1.307 -0.188
H 2.646 -2.363 0.821
H 2.907 -3.029 -1.625
N -2.166 2.327 1.582
C -1.123 2.264 0.766
N -0.668 1.019 0.771
C -1.519 0.366 1.625
N -2.436 1.129 2.143
C -1.334 -1.066 1.789
C -2.218 -1.884 2.485
N -2.060 -3.196 2.512
C -1.048 -3.691 1.806
C -0.155 -2.892 1.113
N -0.282 -1.560 1.132
H -2.781 3.108 1.742
H -0.741 3.087 0.190
H -3.050 -1.438 3.015
H -0.931 -4.768 1.790
H 0.643 -3.325 0.528
C -4.668 -4.008 0.259
C -4.065 -2.782 -0.368
C -3.040 -2.886 -1.307
C -2.467 -1.757 -1.877
C -2.934 -0.505 -1.506
C -3.957 -0.371 -0.578
C -4.515 -1.510 -0.018
S -2.178 0.981 -2.154
C -3.038 1.029 -3.725
O -2.731 2.118 -1.347
H -4.319 -4.915 -0.231
H -5.756 -3.984 0.193
H -4.406 -4.074 1.318
H -2.687 -3.867 -1.605
H -1.658 -1.860 -2.591
H -4.301 0.619 -0.308
H -5.322 -1.411 0.700
H -4.106 1.091 -3.521
H -2.794 0.129 -4.287
H -2.690 1.913 -4.256
*
```

And the Mulliken charges, in e, turn out to be: 2.35 -0.81 -0.40 0.32 -0.37 -0.74 -1.02 0.94 -0.84 0.65 -1.21 0.56 -0.83 0.68 -0.58 -0.68 -0.41 -0.78 -0.20 0.44 -0.88 0.22 0.26 0.39 0.51 0.43 0.48 0.51 0.46 0.40 0.40 0.43 0.24 -0.50 -0.13 0.24 -0.64 -0.29 0.41 0.29 0.31 0.33 -1.04 0.74 0.88 -0.85 -0.32 -0.69 -0.49 -0.99 -0.31 0.97 0.22 0.45 0.56 0.49 0.45 -1.53 0.83 -0.72 -0.64 0.25 -0.54 -0.75 0.91 -1.20 -0.76 0.38 0.41 0.31 0.39 0.44 0.55 0.46 0.38 0.39 0.42

=====

Entry 3:
Computed, not measured: a molecular structure, C5H20F2N10O5Y at a distorted geometry, with ωB97M-V/def2-TZVPD.

Properties
relative energy (zero: lowest compared OMol25 entry of this formula, charge and spin) = 70.3 kJ/mol
HOMO level = -0.4056 hartree
electronic energy = -1364.4595 Ha
largest force on an atom = 5.79 eV/A

ORCA input file:
```
! RIJCOSX wB97M-V def2-TZVPD def2/J DEFGRID3
* xyz 1 1
Y 12.664 -20.663 -5.583
F 10.852 -19.953 -4.304
F 13.496 -20.774 -3.369
C 13.588 -23.833 -4.634
O 13.665 -22.809 -5.371
N 13.371 -25.049 -5.156
N 13.505 -23.734 -3.303
H 13.058 -25.810 -4.584
H 13.398 -25.055 -6.163
H 13.742 -22.795 -2.982
H 13.236 -24.501 -2.720
C 10.456 -21.892 -0.860
O 10.045 -22.084 0.297
N 9.900 -20.912 -1.566
N 11.482 -22.596 -1.435
H 9.149 -20.444 -1.089
H 10.275 -20.504 -2.408
H 11.564 -22.451 -2.429
H 11.735 -23.464 -1.001
C 15.357 -21.074 -0.275
O 15.770 -20.258 -1.107
N 16.085 -21.323 0.854
N 14.095 -21.569 -0.304
H 17.051 -21.055 0.793
H 15.827 -22.183 1.315
H 13.541 -21.353 -1.114
H 13.656 -22.168 0.370
C 11.469 -17.831 -1.075
O 11.066 -17.103 -0.174
N 11.033 -17.697 -2.356
N 12.357 -18.847 -0.908
H 11.189 -18.473 -2.980
H 10.479 -16.926 -2.674
H 12.808 -19.310 -1.680
H 12.919 -18.804 -0.072
C 16.106 -19.973 -5.463
O 14.980 -20.383 -5.863
N 16.440 -20.024 -4.179
N 16.988 -19.423 -6.335
H 15.665 -20.335 -3.592
H 17.224 -19.465 -3.893
H 16.820 -19.614 -7.306
H 17.774 -18.869 -6.051
*
```

And the Mulliken charges, in e, turn out to be: 1.83 -0.72 -0.29 0.65 -0.70 -0.41 -0.22 0.19 0.25 0.09 0.23 0.51 -0.70 -0.25 -0.25 0.22 0.10 0.17 0.21 0.62 -0.63 -0.47 -0.20 0.28 0.21 -0.01 0.20 0.51 -0.66 -0.24 -0.08 0.12 0.18 -0.04 0.16 0.57 -0.56 -0.22 -0.41 0.15 0.23 0.24 0.18

=====

Entry 4:
Computed, not measured: 4 unconnected molecules or ions with the total composition C15H20FI2NO13S at a distorted geometry, with ωB97M-V/def2-TZVPD.

Properties
SMILES = C/C(I)=C(\I)N(CCOC=O)S(=O)(=O)F.O=C1OCCO1.O=C1OCCO1.O=C1OCCO1
HOMO level = -0.3527 hartree
electronic energy = -2709.8400 Ha
largest force on an atom = 3.28 eV/A

ORCA input file:
```
! RIJCOSX wB97M-V def2-TZVPD def2/J DEFGRID3
* xyz 0 1
C 7.657 0.322 0.837
C 6.409 0.933 0.196
I 6.211 0.838 -1.918
C 5.475 1.518 0.931
I 5.790 1.551 3.072
N 4.292 2.108 0.308
C 3.091 1.283 0.703
C 2.423 0.625 -0.525
O 1.113 0.076 -0.241
C 1.086 -0.593 0.954
O 1.815 -1.485 1.202
S 4.147 3.700 0.877
O 3.347 4.497 0.016
O 5.457 4.223 1.054
F 3.425 3.712 2.315
H 7.436 -0.408 1.632
H 8.319 1.092 1.277
H 8.214 -0.209 0.042
H 2.316 1.892 1.211
H 3.476 0.523 1.405
H 3.065 -0.174 -0.946
H 2.265 1.338 -1.354
H 0.383 -0.266 1.750
O -5.229 0.025 -0.175
C -4.145 -0.384 -0.453
O -3.409 0.056 -1.507
C -2.098 -0.498 -1.372
C -2.336 -1.719 -0.529
O -3.488 -1.346 0.240
H -1.677 -0.739 -2.346
H -1.455 0.234 -0.879
H -2.576 -2.592 -1.121
H -1.494 -1.951 0.118
O -1.020 -3.889 -1.322
C -0.852 -4.681 -0.449
O 0.291 -5.384 -0.259
C 0.186 -6.041 1.004
C -1.304 -6.128 1.208
O -1.784 -4.993 0.486
H 0.664 -7.018 0.974
H 0.679 -5.428 1.762
H -1.735 -7.032 0.773
H -1.589 -6.071 2.257
O -6.637 5.617 -3.300
C -6.480 4.832 -2.422
O -5.341 4.118 -2.223
C -5.457 3.469 -0.956
C -6.946 3.395 -0.754
O -7.417 4.530 -1.484
H -4.989 2.487 -0.977
H -4.961 4.083 -0.199
H -7.382 2.491 -1.184
H -7.232 3.461 0.294
*
```

And the Mulliken charges, in e, turn out to be: -1.33 0.33 0.08 -0.62 0.13 0.34 -0.55 -0.54 -0.26 0.16 -0.46 1.18 -0.59 -0.54 -0.20 0.41 0.37 0.34 0.43 0.40 0.23 0.32 0.38 -0.55 0.65 -0.34 -0.11 -0.02 -0.35 0.29 0.17 0.26 0.01 -0.54 0.70 -0.33 -0.33 -0.30 -0.31 0.30 0.24 0.27 0.30 -0.52 0.65 -0.32 0.18 -0.30 -0.34 -0.17 0.24 0.26 0.31

=====

Entry 5:
Computed, not measured: 2 unconnected molecules or ions with the total composition C3H5BrN4 at a distorted geometry, with ωB97M-V/def2-TZVPD.

Properties
relative energy (zero: lowest compared OMol25 entry of this formula, charge and spin) = 397.5 kJ/mol
HOMO level (spin up / spin down) = -0.3443 / -0.3130 hartree
electronic energy = -2910.2055 Ha
largest force on an atom = 4.40 eV/A

ORCA input file:
```
! RIJCOSX wB97M-V def2-TZVPD def2/J DEFGRID3
* xyz 0 1
C -1.982 -0.767 0.050
C -1.539 1.248 0.117
C 1.834 -1.273 -0.093
N -3.111 -0.056 -0.293
N -2.760 1.230 -0.282
N -0.930 0.017 0.225
N -0.656 2.259 0.250
Br 2.808 0.281 -0.080
H -1.910 -1.909 -0.014
H 1.403 -1.706 -1.022
H 2.240 -1.962 0.692
H -0.744 3.119 -0.170
H 0.234 1.867 0.186
*
```

And the Mulliken charges, in e, turn out to be: -0.02 0.50 -0.53 -0.31 -0.35 -0.32 -0.30 -0.09 0.34 0.32 0.29 0.26 0.18

=====

Entry 6:
Computed, not measured: a molecular structure, C22H53FHfNO11S8 at a distorted geometry, with ωB97M-V/def2-TZVPD.

Properties
⟨S²⟩ = 0.751
HOMO level (spin up / spin down) = -0.3895 / -0.3895 hartree
electronic energy = -5084.7786 Ha
largest force on an atom = 6.76 eV/A

ORCA input file:
```
! RIJCOSX wB97M-V def2-TZVPD def2/J DEFGRID3
* xyz 2 2
Hf 2.187 -2.363 -2.749
N 0.143 -0.341 -0.580
O 0.938 0.188 0.086
O -1.091 -0.214 -0.549
O 0.638 -1.008 -1.485
F 2.602 2.160 6.630
C 2.159 1.482 5.516
C 1.691 0.175 5.617
C 1.236 -0.530 4.456
C 1.292 0.148 3.248
C 1.812 1.373 3.081
C 2.245 2.083 4.230
H 1.898 -0.487 6.446
H 0.845 -1.535 4.494
H 0.856 -0.345 2.392
H 1.758 1.867 2.122
H 2.518 3.124 4.141
C -2.574 -3.226 -1.844
S -1.214 -3.124 -3.114
O 0.141 -3.293 -2.415
C -1.682 -4.751 -3.782
H -3.571 -3.143 -2.276
H -2.545 -2.355 -1.191
H -2.489 -4.115 -1.218
H -0.980 -5.103 -4.537
H -2.690 -4.927 -4.158
H -1.511 -5.482 -2.991
C -6.401 0.196 1.174
S -5.708 1.914 1.007
O -5.056 2.273 2.333
C -4.527 1.464 -0.325
H -6.915 0.030 0.227
H -7.068 -0.133 1.971
H -5.636 -0.580 1.159
H -3.903 0.606 -0.075
H -3.933 2.328 -0.623
H -5.203 1.241 -1.151
C 4.196 0.919 0.126
S 4.836 -0.460 -0.886
O 3.615 -1.110 -1.550
C 5.724 0.409 -2.206
H 5.017 1.521 0.516
H 3.501 0.468 0.834
H 3.595 1.596 -0.482
H 6.757 0.608 -1.920
H 5.222 1.325 -2.518
H 5.972 -0.316 -2.981
C 0.938 2.426 -2.318
S 2.452 1.654 -3.089
O 2.330 0.143 -3.189
C 2.538 2.598 -4.692
H 0.831 3.435 -2.718
H 0.859 2.487 -1.233
H 0.116 1.779 -2.624
H 3.467 2.385 -5.221
H 2.456 3.662 -4.470
H 1.781 2.246 -5.393
C -2.269 -0.810 2.627
S -2.211 0.381 4.049
O -3.278 1.494 4.008
C -2.624 -0.787 5.473
H -2.744 -0.319 1.778
H -2.913 -1.632 2.941
H -1.285 -1.121 2.275
H -3.303 -1.583 5.168
H -3.067 -0.291 6.337
H -1.698 -1.284 5.764
C -1.294 0.522 -4.720
S 0.113 -0.441 -5.449
O 0.761 -1.290 -4.305
C -0.834 -1.534 -6.658
H -2.044 0.750 -5.477
H -0.983 1.513 -4.391
H -1.713 0.010 -3.853
H -1.654 -0.954 -7.080
H -1.418 -2.264 -6.098
H -0.256 -2.033 -7.436
C -0.062 4.956 2.792
S -1.083 3.406 2.688
O -2.451 3.613 3.282
C -1.200 3.319 0.813
H 0.926 4.896 2.334
H -0.065 5.401 3.787
H -0.524 5.810 2.297
H -0.336 3.662 0.246
H -2.003 3.985 0.496
H -1.467 2.292 0.564
C 4.034 -3.229 1.581
S 2.431 -2.480 1.008
O 2.201 -2.872 -0.495
C 1.481 -3.441 2.138
H 4.920 -2.785 1.127
H 3.947 -4.303 1.421
H 4.015 -3.131 2.666
H 0.414 -3.221 2.119
H 1.571 -3.117 3.175
H 1.501 -4.462 1.757
*
```

And the Mulliken charges, in e, turn out to be: 1.19 -0.56 0.20 -0.30 1.37 -0.32 0.18 -0.88 -0.58 0.56 -0.22 -0.80 0.45 0.49 0.14 0.50 0.40 -0.83 0.87 -0.84 -1.38 0.48 -0.07 0.43 0.38 0.43 0.48 -0.96 0.34 -0.43 -0.70 0.39 0.39 0.20 -0.06 0.24 0.54 -0.19 0.41 -0.55 -1.06 0.66 -0.31 0.07 0.46 0.25 0.41 -0.10 0.27 -0.18 -1.13 0.58 -0.33 -0.19 0.39 0.45 0.29 0.18 0.54 -0.45 -1.13 -0.54 0.57 -0.20 0.35 0.37 0.30 -0.68 0.34 -0.64 -0.93 0.52 0.23 0.16 0.41 0.19 0.37 -1.26 0.64 -0.52 -0.71 0.30 0.39 0.43 0.39 0.60 -0.26 -1.16 0.87 -0.73 -1.41 0.35 0.44 0.44 0.31 0.43 0.56